(1)
Formula: C4H13N2O
Source: OMol25
Level of theory: the ωB97M-V functional and the def2-TZVPD basis

```
20
Properties=species:S:1:pos:R:3
C 1.6645 1.3746 0.5627
C 0.2925 1.7504 -0.0711
C -0.5012 0.5014 -0.4391
C -1.7390 0.5162 -0.9161
N -0.0363 -0.8584 -0.0271
N 2.2949 0.3445 -0.2038
H 1.5648 1.0940 1.5994
H 2.2002 2.3163 0.6338
H -0.4633 2.3792 0.3765
H 0.6532 2.3863 -0.8917
H -2.1555 1.3217 -1.5068
H -2.4092 -0.3055 -0.7240
H 0.8919 -0.9270 -0.4605
H -0.0608 -0.9746 0.9615
H -0.6351 -1.6039 -0.3897
H 3.1189 -0.0152 0.2426
H 2.2855 0.4407 -1.2056
H -2.3586 -3.6076 0.1061
H -2.5497 -3.1509 1.5822
O -2.0579 -2.9821 0.7707
```

Summary:
Total charge   +1
HOMO level   -13.6 eV
HOMO-LUMO gap   10.65 eV

(2)
Formula: C4H4HgNO2
Source: OMol25
Level of theory: the ωB97M-V functional and the def2-TZVPD basis

```
12
Properties=species:S:1:pos:R:3
C 2.0205 -0.6191 0.2274
C 0.8945 -1.1592 0.5165
N -0.3148 -1.4978 0.9531
C -1.2519 -0.6754 0.1001
C -0.8470 0.8503 0.3503
O -0.9721 1.2577 1.4852
O -0.3340 1.6585 -0.6591
H 2.9519 -0.0060 0.1558
H -1.1651 -0.9736 -0.9942
H -2.3167 -0.7655 0.4695
H -0.2749 2.5848 -0.3296
Hg 1.6590 -0.6955 -2.2803
```

Summary:
Total charge   +1
HOMO level   -14.3 eV
HOMO-LUMO gap   6.14 eV

(3)
Formula: C4H5N3
Source: OMol25
Level of theory: the ωB97M-V functional and the def2-TZVPD basis

```
12
Properties=species:S:1:pos:R:3
H -1.1507 -2.3009 2.1261
N -0.5419 -1.5299 1.6535
C -0.8873 -1.4893 0.4411
N -0.5447 -0.3849 -0.3707
C 0.6612 -0.6504 -1.1409
C 0.6419 0.3495 0.0054
C 0.4687 1.7483 -0.2609
N 0.2709 2.8700 -0.4238
H -1.4074 -2.2454 -0.1439
H 1.2264 -1.5603 -0.9502
H 0.6424 -0.3706 -2.2649
H 1.0918 0.0421 0.9511
```

Summary:
SMILES   [H]/N=C/N1C[C@H]1C#N
HOMO level   -10.5 eV
HOMO-LUMO gap   11.26 eV

(4)
Formula: C14H28N2
Source: OMol25
Level of theory: the ωB97M-V functional and the def2-TZVPD basis

```
44
Properties=species:S:1:pos:R:3
C 3.2561 3.3290 -1.3538
H 2.9764 3.8351 -0.5318
H 4.2803 2.9574 -1.4061
H 2.9746 3.8472 -2.3327
C 2.5065 1.9752 -1.6089
N 3.0484 1.2403 -0.3279
C 2.5037 1.6832 1.0307
C 1.1135 0.8911 1.1484
H 0.4729 1.4504 0.4864
H 0.6916 1.2105 2.2057
C 1.0901 -0.6256 1.1319
N -0.2019 -1.1293 1.2824
C -0.4160 -2.3848 1.5345
H -1.3675 -2.7377 2.1204
H 0.0256 -3.2036 0.8792
H 0.3070 -2.3755 2.6798
C -1.5409 -0.5447 0.3343
H -1.1210 0.3275 -0.1155
C -1.8829 -1.8638 -0.6119
C -2.7784 -1.0259 -1.5545
C -3.6952 -0.1270 -1.0796
C -3.8774 -0.3666 0.6226
C -2.6502 -0.3303 1.3656
H -2.5391 0.8430 1.7387
H -2.5978 -1.1911 2.0828
H -4.4058 -1.5401 0.5261
H -4.8278 0.2932 0.7589
H -3.3145 0.7820 -0.9609
H -4.6707 0.0522 -1.4977
H -3.4221 -1.8234 -2.1291
H -2.1840 -0.6818 -2.4041
H -0.9036 -2.1434 -1.2727
H -2.3398 -2.5828 -0.1148
C 1.4939 -0.7694 -0.5270
C 2.9460 -0.2365 -0.5899
H 3.3656 -0.6284 -1.3662
H 3.5933 -0.9233 0.0768
H 0.8264 -0.2164 -0.9746
H 1.5497 -1.9328 -0.5526
H 1.7763 -0.9844 1.8552
H 2.4262 2.6596 1.2169
H 3.2491 1.1504 1.9619
H 1.5448 2.2691 -1.3241
H 2.7184 1.5721 -2.4025
```

Summary:
HOMO level   -7.2 eV
HOMO-LUMO gap   7.97 eV

> Which value of HOMO level does entry 3 give?

-10.5 eV

> Which of these has the lowest HOMO level?

C4H4HgNO2

> Look up the HOMO-LUMO gap of the first one.

10.65 eV

> The lowest HOMO level belongs to which entry?

C4H4HgNO2